Entry from the Open Molecules 2025 dataset: an isolated ion of composition C7H13N2O and charge +1 in a non-equilibrium geometry (wB97M-V/def2-TZVPD).

Total charge = +1
SMILES string = C=C/C=C\[C@](C)(N)C(=[NH2+])O
Relative energy (zero: lowest compared OMol25 entry of this formula, charge and spin) = 3.5217 eV
Multiplicity = 1
Frontier orbital gap = 9.2 eV
Highest occupied orbital energy = -12.864 eV

Positions of all 23 atoms, in Å:
C  -0.01055  -0.83763  3.29226
C  -0.25616  -0.15957  2.18112
C  -1.11625  -0.77878  1.22708
C  -0.93744  -0.86022  -0.10288
C  0.14148  -0.28442  -1.04743
C  0.15651  -0.90591  -2.41577
N  1.46420  -0.20483  -0.38937
C  0.05533  1.25786  -1.05469
N  -0.58979  1.95091  -0.09433
O  0.73559  1.80773  -2.03393
H  0.65679  -0.58963  4.16437
H  -0.24751  -1.88311  3.48356
H  0.26757  0.87948  1.93420
H  -2.07784  -1.13148  1.56001
H  -1.77019  -1.42366  -0.45816
H  1.08449  -0.57190  -2.99161
H  -0.66267  -0.55882  -3.02207
H  0.19317  -1.98533  -2.24973
H  2.11694  -0.46783  -1.10941
H  1.68937  -0.61397  0.58659
H  -1.52866  1.69993  0.27533
H  -0.31346  2.89732  0.20363
H  0.94907  2.76386  -1.93878

Cartesian forces (eV/Å) of the 3 atoms listed first:
1.95 -0.43 2.18
1.85 2.16 0.93
0.10 0.68 -2.16

Entry from the Open Molecules 2025 dataset: a 2-piece molecular cluster, C7H13N2O overall in a non-equilibrium geometry (wB97M-V/def2-TZVPD).

Total charge = +1
Relative energy (zero: lowest compared OMol25 entry of this formula, charge and spin) = 4.9280 eV
Multiplicity = 1
Frontier orbital gap = 11.4 eV
Highest occupied orbital energy = -15.848 eV

Positions of all 23 atoms, in Å:
C  -0.35270  3.52318  -1.01517
C  0.23835  3.07744  0.95937
C  1.29124  -0.28943  -1.38027
C  0.87992  -0.47741  1.12067
C  -0.72656  -1.72999  -0.27284
C  -0.93017  0.54784  -0.25210
C  0.19820  -0.42930  -0.25538
N  0.20766  4.61116  -0.65138
N  -0.36760  2.54350  -0.02426
O  0.56366  4.31408  0.68811
H  -0.86486  3.36201  -2.03572
H  0.36115  2.69506  1.92611
H  2.14083  -0.98834  -1.18424
H  1.81320  0.67668  -1.39639
H  0.86399  -0.40811  -2.38633
H  1.91776  -0.87159  0.95111
H  0.33122  -1.17853  1.77840
H  0.76652  0.53070  1.62130
H  -1.29891  -2.05418  -1.14468
H  -0.03402  -2.58252  -0.01425
H  -1.51526  -1.71401  0.60020
H  -1.45353  0.88746  -1.18054
H  -1.46125  0.70127  0.71810

Cartesian forces (eV/Å) of the 3 atoms listed first:
-1.50 -1.26 -2.06
-0.33 1.69 -0.54
-0.32 -0.31 0.12

Number 1: E -458.94451 Eh. Number 2: E -458.89283 Eh.